DFT (ωB97M-V/def2-TZVPD) results for 14 unconnected molecules or ions with the total composition C42H102B5F20N10O8 in a non-equilibrium geometry.

XYZ file:
```
187
Properties=species:S:1:pos:R:3:forces:R:3
C 2.8932 1.2074 5.1974 -0.2293 -0.0355 0.4685
C 3.4909 2.3656 5.9446 -0.7525 -0.3796 -2.2605
O 3.1659 3.4935 5.8894 0.3599 0.5479 0.7306
N 4.8060 1.9867 6.6580 -0.5024 0.2508 0.2207
H 4.9406 2.6249 7.4469 0.2108 0.1423 -0.1903
H 4.6405 1.0510 7.0322 0.2490 0.0579 0.2504
C 5.9307 1.9179 5.6524 -0.1070 -0.9087 0.5495
H 3.2807 1.0836 4.1816 0.8140 -0.0598 0.6025
H 1.8443 1.3649 4.9492 -0.1650 0.2126 0.8714
H 2.9921 0.3382 5.8461 -0.2951 -0.4174 -0.5175
H 6.8868 1.9041 6.1685 -0.0558 0.2179 0.1203
H 5.8764 2.6967 4.9005 -0.2061 0.1025 0.1625
H 5.7761 0.9316 5.2197 0.1280 0.3874 -0.2931
C -0.1104 -1.6938 -3.2771 0.4971 -1.0461 -0.4785
C -0.1913 -0.7513 -4.4335 0.0830 1.0332 1.2397
O 0.1277 0.3840 -4.4013 0.2994 0.3959 -0.4706
N -0.8091 -1.2348 -5.7167 -0.5434 -1.2966 -0.4215
H -0.3534 -0.9199 -6.5765 0.1466 0.7784 0.3937
H -0.6846 -2.2482 -5.7746 -0.3988 -0.0505 0.2803
C -2.3163 -0.8948 -5.7955 0.9503 -0.1701 -0.3463
H 0.1638 -2.6936 -3.6299 -0.2458 -0.1049 0.0800
H -1.0193 -1.7791 -2.6792 -0.2105 0.1800 -0.2532
H 0.6977 -1.3920 -2.6135 -0.1415 0.3911 -0.0200
H -2.3719 0.1697 -5.9988 -0.1586 0.0159 0.2032
H -2.7700 -1.1628 -4.8467 -0.1286 0.0203 -0.0811
H -2.6502 -1.4827 -6.6459 -0.4653 0.0864 0.1533
C -14.4058 -1.7419 -2.2877 -0.2398 0.0886 -0.4140
N -12.9484 -1.6638 -2.0830 0.1820 -1.3224 -0.2445
C -12.3187 -2.8247 -1.7108 -0.3745 1.2852 -0.1042
C -10.9966 -2.7775 -1.4008 1.0447 -0.2677 0.0947
C -10.2413 -1.5945 -1.5468 -1.4244 -0.2354 0.4096
C -10.8935 -0.5049 -2.0892 -0.3418 0.4775 -0.3041
C -12.2545 -0.5726 -2.3854 0.3271 0.1531 0.6501
C -8.8766 -1.5030 -1.0339 1.1948 0.6496 0.8947
C -7.8915 -0.8320 -1.7578 0.3675 -0.9677 -0.8342
C -6.5443 -0.9204 -1.4100 -1.6807 0.8170 0.6794
N -6.2596 -1.4020 -0.1879 1.1349 -0.7094 -1.0655
C -7.1830 -1.9861 0.5992 0.4016 1.3308 0.0422
C -8.5087 -1.9789 0.2437 -0.1788 -0.6243 -0.5481
C -4.8452 -1.2610 0.2784 -0.8483 0.6555 0.6448
H -14.9187 -0.8376 -1.9696 0.2856 0.1263 0.0281
H -14.7822 -2.5677 -1.6942 -0.0760 -0.0609 -0.1378
H -14.5637 -1.8968 -3.3550 -0.2690 -0.1125 0.1088
H -12.9351 -3.7092 -1.6831 0.0226 -0.0417 0.2530
H -10.5030 -3.6739 -1.0478 -0.0988 -0.0552 -0.0281
H -10.3973 0.4479 -2.2146 0.0303 -0.0240 -0.1123
H -12.8309 0.2569 -2.7716 0.1228 0.1141 0.0559
H -8.1280 -0.3757 -2.7100 0.0043 -0.0490 -0.0364
H -5.7962 -0.4718 -2.0572 0.2366 -0.1479 0.4909
H -6.7793 -2.2783 1.5573 -0.3676 -0.2491 0.0824
H -9.2159 -2.3655 0.9646 -0.1499 -0.1343 -0.2016
H -4.8240 -0.2323 0.6483 0.4689 0.0189 -0.0364
H -4.1570 -1.4061 -0.5449 -0.0237 -0.1443 0.0346
H -4.6947 -1.9081 1.1370 0.1916 -0.2174 -0.2280
C 6.1384 5.6737 -5.0558 -0.5195 -0.1295 1.0138
C 5.0810 6.3568 -4.1933 -0.1398 0.5380 0.5164
C 4.0190 5.4156 -3.5662 0.1928 0.2103 -0.1323
O 4.4362 4.1047 -3.3542 -0.0350 -0.1972 -0.8958
C 5.3495 3.8916 -2.3033 0.0187 -0.7927 0.4704
N 5.7067 7.2756 -3.1099 1.0345 0.2462 -0.9088
H 6.1634 8.0302 -3.6372 -0.4809 0.3437 0.1700
H 4.9252 7.6330 -2.5669 0.3721 0.3090 0.3738
H 6.5000 6.9733 -2.5340 -0.5680 -0.7403 0.2653
H 6.6751 6.3314 -5.7327 -0.0871 0.0892 0.0094
H 5.6290 4.8749 -5.5902 0.1432 0.0604 -0.2369
H 6.8244 5.1929 -4.3568 0.2655 -0.1136 -0.3175
H 4.5505 7.1637 -4.7043 -0.2235 -0.4761 -0.5036
H 3.1996 5.4424 -4.2860 0.0459 -0.5928 -0.1080
H 3.5549 5.8088 -2.6492 0.3539 0.3926 0.1319
H 4.7980 3.8203 -1.3594 0.3478 0.6711 0.2400
H 6.2201 4.5528 -2.3257 -0.2947 0.3773 0.3211
H 5.8010 2.9008 -2.3933 -0.2464 -0.0381 -0.4601
C -0.3014 0.3187 2.2518 -0.1847 0.1759 0.6536
C -0.1356 0.7948 0.8243 0.6002 0.5433 -0.7730
C 1.2035 0.3518 0.2805 0.1640 -1.7430 -0.3417
O 1.3496 0.6353 -1.0972 -1.1349 0.7804 -1.0761
C 2.6648 0.6582 -1.5916 0.5658 0.0862 1.2863
N -1.2642 0.3099 -0.0620 1.2153 -0.5037 0.4563
H -2.0993 0.7990 0.2892 -0.4923 0.1575 -0.3085
H -1.0565 0.4918 -1.0431 -0.3041 0.3865 0.0130
H -1.3382 -0.7066 0.0249 -0.4488 -0.1774 0.2939
H -0.6072 -0.7221 2.3422 -0.3343 0.0759 -0.4023
H -1.0192 0.9401 2.7841 -0.0541 -0.1948 0.0775
H 0.6204 0.2991 2.8394 0.2218 0.4690 -0.3061
H -0.1780 1.8727 0.6608 -0.1339 0.0765 0.6731
H 1.2164 -0.7478 0.3579 0.2852 -0.0207 0.2966
H 2.0343 0.7398 0.8761 -0.0980 0.2787 0.0150
H 3.1118 -0.3319 -1.4448 0.2965 0.0571 -0.0443
H 3.1984 1.3994 -0.9869 0.5006 -0.2377 -0.0725
H 2.7903 0.9642 -2.6292 -0.8298 -0.0850 -0.1129
C 1.2851 4.2133 2.1263 -0.2779 0.1991 0.3958
C 1.7197 5.0296 0.9100 -0.3915 -1.1890 0.0086
C 1.4890 4.3299 -0.4437 1.1570 -0.7579 1.7579
O 0.1876 3.8482 -0.4331 -0.5567 0.7001 -0.1477
C -0.3597 3.3768 -1.6481 0.6414 -0.6758 -1.3912
N 0.9078 6.3025 0.8946 0.2542 0.0896 0.0369
H 0.8917 6.6976 1.8380 -0.1792 0.2372 -0.1380
H 1.2904 6.9747 0.2304 -0.0056 0.1829 0.2026
H -0.0526 6.1063 0.5880 -0.0271 -0.2437 0.2403
H 1.4085 4.7927 3.0470 0.0985 0.1292 -0.0849
H 1.9149 3.3378 2.2748 0.0380 -0.0352 -0.3481
H 0.2363 3.9144 2.1037 0.0275 -0.0668 -0.2366
H 2.7844 5.2218 1.0390 -0.0595 0.5917 -0.2196
H 2.1858 3.4844 -0.3787 0.1573 -0.0298 -0.4351
H 1.8599 4.9966 -1.2316 -0.7380 -0.0318 -0.5001
H -1.0398 2.5425 -1.5066 -0.5749 0.5955 0.5596
H 0.3821 2.8788 -2.2887 0.4122 0.3805 0.1961
H -0.8069 4.1741 -2.2425 -0.2649 -0.0026 0.2362
C -3.6909 -4.2325 3.3028 -0.4066 0.3916 -0.0234
C -3.1210 -3.1774 4.2662 -0.5567 -1.0529 -0.7230
C -3.6760 -3.3171 5.6721 0.5048 0.3820 -0.4807
O -3.2225 -2.2132 6.3939 -0.1500 0.1108 0.0567
C -3.5896 -2.2970 7.7632 0.4199 0.2973 0.4802
N -1.6239 -3.2489 4.2075 0.7527 -0.3842 1.0401
H -1.1778 -2.8182 5.0320 -0.2871 0.8732 -0.1095
H -1.2317 -4.1949 4.2599 -0.7176 -0.2867 -0.0833
H -1.2050 -2.9073 3.3421 -0.0591 0.5219 -0.0246
H -4.7613 -4.0229 3.2316 -0.0021 -0.1199 -0.0881
H -3.6067 -5.2773 3.6027 0.2501 0.0903 0.3355
H -3.2702 -4.1478 2.3002 0.0862 0.0846 0.0192
H -3.4728 -2.2081 3.9151 0.7295 0.2815 -0.0408
H -3.3764 -4.2703 6.1225 -0.1094 -0.0897 0.1293
H -4.7617 -3.2792 5.5244 -0.1276 -0.2689 0.3241
H -3.4139 -1.3616 8.2948 0.1178 0.2704 -0.6011
H -2.9142 -2.9984 8.2609 -0.4993 -0.4245 0.0564
H -4.6583 -2.4978 7.8645 0.0878 -0.4388 0.0981
C 7.1590 -0.5236 3.6318 0.2561 0.5053 1.0323
C 6.6877 -1.5247 2.6130 1.0464 -0.6143 -0.1837
C 5.2341 -1.9219 2.7370 -0.6357 1.5803 0.0834
O 4.8273 -2.7060 1.6512 0.2461 -0.3902 0.0852
C 3.4280 -3.0236 1.7538 0.5004 0.1665 0.1005
N 6.9019 -1.0316 1.1907 0.3572 -0.2144 -0.0841
H 7.8896 -0.9532 0.9429 0.0524 0.3404 0.4531
H 6.5625 -1.7625 0.5601 -0.6254 0.2334 0.0728
H 6.4230 -0.1331 1.0352 -0.2580 -0.0677 -0.2383
H 6.6618 0.4467 3.6572 -0.1180 -0.2427 -0.6978
H 8.2334 -0.3308 3.6197 0.0154 -0.0953 -0.4753
H 7.0226 -0.9390 4.6350 -0.1900 -0.2779 -0.1384
H 7.3987 -2.3527 2.6562 -0.4342 -0.3986 0.1695
H 4.6981 -0.9561 2.7358 -0.1822 0.0290 -0.3417
H 4.9407 -2.2850 3.7265 0.5598 -0.7496 -0.0505
H 3.2552 -3.4953 2.7221 -0.2831 0.1168 -0.0019
H 3.1668 -3.7311 0.9724 0.0923 0.0912 -0.0970
H 2.8749 -2.0885 1.6438 -0.3179 -0.1763 0.1323
C 4.2450 -2.7446 -7.2659 -1.0233 -0.5694 0.2672
C 4.2768 -4.0890 -6.5421 0.9269 -0.0935 -0.5314
C 4.5037 -4.1330 -5.0292 0.5286 -0.4306 0.3833
O 3.3038 -4.0127 -4.3095 -0.4715 0.1949 -0.3329
C 3.5044 -3.7909 -2.9179 -0.7913 0.4644 0.5661
N 3.1254 -5.0183 -6.8314 -0.8485 -0.5045 0.2271
H 2.2677 -4.6973 -6.3747 0.1138 0.0191 0.1635
H 2.8803 -5.2252 -7.8051 0.4378 0.4884 -0.1565
H 3.3305 -5.9400 -6.4275 -0.0060 0.1088 0.1367
H 3.4170 -2.1015 -6.9629 0.1677 0.1038 0.2492
H 4.1170 -2.9224 -8.3342 0.3058 0.1221 -0.0554
H 5.2061 -2.2822 -7.0605 -0.0719 0.2302 -0.1735
H 5.1091 -4.6075 -7.0222 0.1830 -0.0847 0.3281
H 5.2302 -3.3836 -4.6976 -0.0582 0.2133 -0.3920
H 4.9787 -5.0948 -4.7902 -0.0605 -0.0770 0.0120
H 3.9459 -4.6343 -2.3878 0.4657 -0.0035 -0.3069
H 2.5412 -3.6384 -2.4262 -0.2435 -0.2194 -0.4159
H 4.0107 -2.8377 -2.7487 0.5557 -0.2171 -0.0901
B 5.0680 2.0104 1.6146 0.1099 0.2746 0.9080
F 4.3508 3.1445 1.1880 -0.0175 -0.5689 -0.5067
F 4.8761 0.8352 0.8188 -0.0274 0.4949 -0.2727
F 6.4299 2.2897 1.6835 0.1217 -0.1438 -0.3754
F 4.6322 1.6786 2.9172 -0.0302 0.0225 -0.2020
B -3.6681 0.6910 -2.9372 0.3861 1.2701 1.0130
F -4.3831 1.4220 -1.9915 -0.3615 -0.4754 0.0333
F -3.1185 -0.4703 -2.2860 -0.0966 -0.4489 -0.3761
F -4.4852 0.3437 -4.0074 0.2465 -0.4205 -0.0916
F -2.5589 1.4791 -3.3032 0.2127 -0.3496 -0.6243
B 0.2120 -0.9216 6.0606 -0.0833 0.9273 1.1136
F -0.2492 -1.8870 6.9567 0.3670 -0.7311 -0.4931
F -0.8661 -0.5572 5.2499 0.0977 -0.0422 -0.6961
F 0.6587 0.1842 6.8196 0.1001 0.0920 -0.2471
F 1.3111 -1.3353 5.2560 -0.2094 -0.4438 -0.1619
B -3.5943 1.9634 2.0834 -1.3485 0.5407 1.4542
F -4.9628 2.0947 1.8322 -0.1020 -0.0506 -0.2581
F -3.2186 2.8125 3.1396 0.3319 -0.3238 -0.8290
F -3.3602 0.6231 2.4411 0.4468 -0.5565 -0.2767
F -2.9013 2.2462 0.8889 0.8173 0.0042 -0.4823
B -0.8631 -3.2392 0.7563 -0.0632 -1.3255 -1.3588
F -1.5496 -4.4497 0.5359 0.4417 0.5253 0.3454
F -0.0997 -2.9156 -0.3989 0.3465 0.0894 -0.0238
F -1.8014 -2.2172 0.8780 -0.6846 0.6319 0.5549
F -0.0331 -3.3059 1.8759 -0.0267 0.1280 0.2107
```
Positions in Å, forces in eV/Å.

## Properties
- E: -134205.8749 eV
- Net charge: +5

Atomic partial charges in e from the Löwdin method, atoms 1 to 99: 0.021 -0.371 0.198 0.104 0.191 0.174 0.025 0.081 0.102 0.089 0.117 0.113 0.063 0.036 -0.408 0.187 0.090 0.184 0.165 0.078 0.092 0.097 0.083 0.119 0.093 0.111 0.047 -0.077 0.035 0.051 -0.129 0.061 0.036 -0.127 0.067 0.056 -0.046 0.026 0.062 0.067 0.118 0.108 0.124 0.155 0.142 0.142 0.162 0.138 0.127 0.149 0.141 0.108 0.089 0.093 0.000 -0.270 -0.194 -0.173 -0.073 0.217 0.178 0.161 0.172 0.102 0.106 0.086 0.154 0.144 0.112 0.085 0.081 0.104 0.003 -0.277 -0.165 -0.209 -0.090 0.257 0.122 0.127 0.113 0.076 0.091 0.087 0.123 0.127 0.132 0.088 0.067 0.090 -0.011 -0.290 -0.195 -0.177 -0.056 0.239 0.179 0.170 0.183